ORCA calculation (wB97M-V/def2-TZVPD) on a 2-piece molecular cluster, N2O3S overall in a non-equilibrium geometry.

The geometry in XYZ format:
```
6
Properties=species:S:1:pos:R:3:forces:R:3:nbo_charge:R:1
N 2.34327 -0.93153 -1.02525 0.9 -0.8 -2.0 -0.106
N 1.60454 -0.48745 -0.33565 3.0 -1.6 -2.0 0.445
O 0.99417 -0.04471 0.49854 -3.5 2.2 4.1 -0.339
O -2.13582 -0.48178 0.88865 -1.2 -2.5 1.5 -0.707
O -1.09394 1.07094 -0.65482 1.3 1.6 -2.7 -0.735
S -1.71222 0.87454 0.62854 -0.4 1.1 1.1 1.442
```
Forces are in eV/Å.

Values from the calculation:
* <S²>: 2.0128
* LUMO energy (spin up / spin down): 0.89 / -4.58 eV
* spin multiplicity: 3
* energy relative to the best compared isomer or geometry (same formula, charge and spin): 3.7 kcal/mol

---

ORCA calculation (wB97M-V/def2-TZVPD) on a 9-piece molecular cluster, C48H68N2O20 overall in a non-equilibrium geometry.

The geometry in XYZ format:
```
138
Properties=species:S:1:pos:R:3:forces:R:3:lowdin_charge:R:1
C 5.40745 -5.54927 0.79676 -0.6 0.1 0.6 -0.113
O 6.54043 -6.00539 0.09931 0.4 0.0 0.5 -0.171
C 6.26507 -6.74915 -1.07568 0.0 0.4 -0.6 -0.212
C 6.44811 -5.85026 -2.29981 -0.6 -0.1 0.3 -0.206
N 5.41517 -4.80962 -2.41889 1.2 -0.5 -0.1 -0.043
C 5.84418 -3.73381 -3.31199 -2.0 0.7 0.2 -0.205
C 4.82321 -2.59092 -3.07209 1.6 -0.4 -1.0 -0.252
O 5.05903 -2.03080 -1.80350 -1.1 -0.2 0.1 -0.188
C 4.12697 -0.96441 -1.54655 1.3 -0.3 0.1 -0.081
H 4.74277 -4.94768 0.17751 -0.3 -0.4 -0.2 0.065
H 5.59764 -4.87913 1.64160 1.1 0.0 -0.3 0.094
H 4.88514 -6.36524 1.30336 -0.3 -0.2 -0.5 0.083
H 5.27746 -7.22060 -1.04744 -0.2 0.2 0.1 0.118
H 6.98345 -7.56413 -1.19367 0.2 0.1 0.4 0.116
H 6.42788 -6.49178 -3.18677 0.2 0.2 -0.1 0.117
H 7.42359 -5.36428 -2.18046 0.2 -0.3 -0.2 0.115
H 5.32354 -4.40179 -1.49662 -0.1 0.2 -0.1 0.072
H 5.71575 -4.01237 -4.36091 0.1 -0.3 0.0 0.113
H 6.86183 -3.34095 -3.21277 0.1 -0.2 0.4 0.116
H 3.81749 -2.98918 -3.20969 -0.2 0.0 0.3 0.110
H 5.01802 -1.86854 -3.87817 -0.2 0.4 0.2 0.116
H 4.53524 -0.13921 -2.13515 -0.7 0.4 0.1 0.089
H 4.18568 -0.74469 -0.48298 0.0 0.1 0.0 0.085
H 3.09137 -1.21109 -1.77455 0.1 -0.1 -0.3 0.071
C -6.74056 0.76326 -1.94746 -0.1 -1.1 -0.8 -0.090
O -5.72516 -0.22894 -1.89137 0.2 0.3 0.7 -0.200
C -4.42672 0.25502 -2.19669 -0.2 0.3 -0.4 -0.212
C -3.47626 -0.93661 -2.15898 -1.6 -0.5 -0.9 -0.194
N -3.69114 -1.82197 -1.02285 1.3 0.4 -0.1 -0.050
C -2.68019 -1.58227 -0.00640 -0.8 -1.2 0.8 -0.196
C -2.96247 -2.44689 1.24238 2.1 0.0 -0.5 -0.216
O -3.69507 -1.74239 2.20541 -1.1 0.4 0.0 -0.208
C -4.05324 -2.52261 3.32785 0.6 -0.4 -0.4 -0.106
H -7.60974 0.30732 -1.47726 -0.1 0.2 0.2 0.086
H -6.97973 0.88187 -3.00917 -0.1 0.5 0.0 0.089
H -6.50956 1.72655 -1.49434 0.3 -0.1 0.1 0.075
H -4.18238 1.10126 -1.54382 0.2 -0.1 0.2 0.115
H -4.44175 0.64195 -3.22264 0.1 0.2 0.0 0.111
H -2.44137 -0.65312 -2.34284 0.1 0.1 0.6 0.102
H -3.74921 -1.49687 -3.06455 0.1 -0.1 0.0 0.115
H -4.64372 -1.83066 -0.69351 -0.1 0.4 0.0 0.106
H -2.55228 -0.54555 0.32482 -0.1 0.1 -0.1 0.105
H -1.74907 -1.93410 -0.45597 0.2 0.2 0.3 0.116
H -1.98813 -2.69717 1.69450 0.0 0.1 0.0 0.122
H -3.35280 -3.42143 0.92700 -0.7 0.2 0.1 0.129
H -3.12883 -2.96657 3.72746 -0.2 0.1 0.4 0.094
H -4.69714 -3.36813 3.06232 -0.2 0.2 -0.1 0.091
H -4.54700 -1.86226 4.03732 0.0 -0.1 0.1 0.088
C -2.67275 0.05662 6.04420 0.7 0.8 0.2 -0.014
C -2.66483 0.57303 7.35292 0.5 -0.5 -1.5 -0.027
C -2.31264 1.90305 7.56964 0.0 -0.2 0.4 -0.348
C -1.98559 2.75126 6.51225 -0.4 -0.9 -1.3 0.004
C -1.99314 2.21939 5.21333 -0.6 0.3 0.9 -0.010
C -2.35390 0.89932 4.98314 0.1 -0.3 -0.1 -0.329
O -2.27305 0.48809 3.68933 -0.1 0.0 -0.3 0.039
O -2.23678 2.39818 8.84214 0.1 0.4 0.3 0.032
H -2.69758 -1.01039 5.86460 -0.4 0.0 0.1 0.113
H -2.78952 -0.18801 8.11295 -0.1 0.5 0.5 0.113
H -1.81032 3.81541 6.55671 0.2 0.0 0.7 0.116
H -1.81364 2.86956 4.36858 0.2 0.0 0.0 0.116
H -2.75484 -0.32449 3.47884 0.0 0.0 0.1 0.078
H -2.26601 1.67741 9.47787 -0.1 0.0 0.0 0.098
C 0.65858 2.02863 -3.32276 -0.4 -1.0 -0.1 -0.017
C 1.46814 3.08459 -3.66006 0.0 0.4 -0.1 -0.009
C 1.67498 3.35909 -5.00817 0.0 0.5 -0.7 -0.322
C 0.98289 2.65751 -5.97378 -0.5 -0.6 -0.2 -0.028
C 0.16245 1.57443 -5.64778 0.8 0.7 0.7 -0.009
C 0.11391 1.19897 -4.30084 -0.2 0.0 -1.1 -0.328
O -0.47329 0.02986 -3.90990 -0.5 -0.1 0.7 0.036
O 2.52609 4.36511 -5.37149 0.6 0.4 1.1 0.046
H 0.40928 1.75541 -2.30630 0.3 0.1 0.1 0.101
H 1.89965 3.69547 -2.87890 0.2 0.1 -0.2 0.107
H 1.06759 2.90284 -7.02610 0.2 0.2 0.1 0.115
H -0.36566 1.10272 -6.46459 -0.1 -0.5 0.3 0.115
H -0.40430 -0.64922 -4.58467 0.0 0.1 -0.2 0.110
H 2.44718 4.68512 -6.26985 -0.4 -0.4 -0.2 0.101
C 2.07754 -4.77089 0.44360 0.1 -0.2 0.4 -0.024
C 2.17564 -5.98865 1.10649 -0.4 -0.4 -0.1 -0.035
C 2.02469 -7.16963 0.39097 0.2 -0.3 -1.3 -0.337
C 1.78997 -7.10577 -0.98148 -0.5 0.6 0.1 -0.024
C 1.61853 -5.88275 -1.61835 0.5 -0.4 -0.2 -0.011
C 1.81192 -4.70668 -0.91950 -0.1 0.4 0.6 -0.319
O 1.79304 -3.50984 -1.58612 -0.2 0.0 -0.7 0.020
O 2.08429 -8.40232 0.98010 0.0 0.1 1.5 0.031
H 2.25210 -3.88329 1.03750 -0.1 0.2 -0.3 0.108
H 2.34490 -6.00864 2.17471 0.1 -0.1 0.0 0.120
H 1.63352 -7.99726 -1.57568 0.1 -0.2 0.2 0.112
H 1.41979 -5.89360 -2.68185 0.0 0.3 0.0 0.117
H 1.29234 -2.81962 -1.13688 0.2 -0.2 0.5 0.077
H 2.47550 -9.09755 0.45212 0.0 0.2 -0.5 0.098
C -3.31606 3.30837 -3.38483 1.4 -0.4 0.2 -0.035
C -4.27320 3.18895 -4.37721 0.3 0.7 -0.2 -0.012
C -5.51661 3.73895 -4.14274 -0.8 0.5 0.9 -0.329
C -5.81944 4.28454 -2.88112 0.4 -0.4 0.1 -0.026
C -4.87700 4.28662 -1.86026 0.7 0.2 -0.7 -0.013
C -3.57963 3.82041 -2.14648 -2.3 0.2 1.4 -0.354
O -2.63148 3.75917 -1.17539 1.8 -0.2 -0.5 0.034
O -6.46243 3.76782 -5.12381 0.2 -0.4 -0.7 0.046
H -2.27707 2.99586 -3.47002 -0.2 -0.3 -0.6 0.118
H -3.98596 2.78794 -5.33924 -0.2 0.0 -0.1 0.123
H -6.82136 4.64598 -2.68186 0.0 0.1 -0.1 0.114
H -5.05303 4.74137 -0.89361 -0.3 -0.1 0.0 0.117
H -2.86666 3.79769 -0.25010 -0.9 0.2 -0.1 0.105
H -7.26295 4.21436 -4.84048 0.0 0.0 0.2 0.100
C 0.35189 5.72999 -1.34413 0.6 0.3 0.7 -0.015
C 1.29793 5.42592 -0.37407 -0.7 0.8 0.6 -0.022
C 1.41660 6.27124 0.75059 0.4 -1.0 -1.1 -0.330
C 0.64828 7.41135 0.83587 -0.2 -0.2 0.4 -0.019
C -0.25255 7.76690 -0.17689 1.5 0.2 0.9 -0.007
C -0.32833 6.95823 -1.28388 -1.0 -1.4 -0.8 -0.323
O -1.24723 7.27143 -2.24341 -0.5 1.0 -0.1 0.041
O 2.27462 5.92312 1.75794 0.0 0.5 0.5 0.036
H 0.13694 4.95996 -2.07298 -0.1 0.4 -0.4 0.094
H 1.86938 4.50634 -0.41322 0.0 -0.1 0.0 0.099
H 0.70407 7.97705 1.75741 0.1 0.2 -0.1 0.118
H -0.70935 8.73567 -0.04069 -0.6 -0.2 -0.5 0.119
H -1.34927 6.64338 -2.96045 0.4 -0.4 0.2 0.100
H 2.92868 5.29334 1.44534 -0.1 -0.1 -0.1 0.099
C 0.75822 1.81798 0.63968 -1.1 0.0 0.2 -0.102
C -0.48150 1.20022 1.32898 -0.6 1.6 -0.7 -0.126
O -0.25423 -0.18942 1.24500 -0.2 -0.3 0.5 0.062
C 0.98691 -0.44913 0.80366 -0.4 1.4 0.5 -0.555
O 1.47885 -1.52400 0.74342 0.2 -0.8 -0.3 0.157
O 1.59692 0.69979 0.45430 1.0 -0.3 0.0 0.066
H 1.17010 2.59172 1.28520 0.5 -0.2 -0.1 0.126
H 0.56005 2.22833 -0.34917 -0.2 0.2 0.1 0.097
H -1.41486 1.49155 0.83678 0.1 -0.5 -0.6 0.119
H -0.67615 1.61386 2.31627 0.8 -0.9 0.4 0.096
C 1.12407 0.28444 7.32419 0.6 -1.7 -0.4 -0.092
C 2.53782 0.90128 7.10303 -1.7 -0.1 0.9 -0.102
O 2.58077 1.14585 5.71803 0.5 0.3 -0.1 0.070
C 1.48835 0.66302 5.09320 0.2 0.5 0.4 -0.555
O 1.32425 0.76775 3.92186 -0.3 -0.3 -0.2 0.181
O 0.65118 0.12452 5.99043 -0.7 0.0 -0.5 0.057
H 0.35464 0.72353 7.95632 0.3 0.7 -0.3 0.119
H 1.26698 -0.73776 7.69044 -0.1 0.1 0.2 0.125
H 3.24702 0.12702 7.37959 0.5 0.5 0.1 0.128
H 2.57216 1.82964 7.66956 0.8 0.0 -0.1 0.132
```
Forces are in eV/Å.

Values from the calculation:
* LUMO energy: 0.31 eV
* SMILES string: Oc1ccc(O)cc1.Oc1ccc(O)cc1.Oc1ccc(O)cc1.Oc1ccc(O)cc1.Oc1ccc(O)cc1.COCCNCCOC.COCCNCCOC.O=C1OCCO1.O=C1OCCO1